# 1
ORCA calculation (ωB97M-V with the def2-TZVPD basis set) on a cluster of 5 separate species, C16H25N5O3 in total in a non-equilibrium geometry.

```
49
Properties=species:S:1:pos:R:3:forces:R:3:mulliken_charge:R:1
C -11.70696 8.31142 -12.16780 -0.901 -1.439 -0.052 -0.25
C -12.90317 8.14495 -12.89467 0.502 0.780 1.218 -0.36
C -13.71769 7.02333 -12.61889 1.910 0.106 -0.797 -0.24
N -13.27827 6.08332 -11.80651 -0.698 -1.560 0.229 -0.55
C -12.08225 6.14877 -11.24897 -0.732 0.005 0.935 -0.10
C -11.30487 7.23572 -11.35427 1.498 2.388 -1.033 -0.25
H -11.10819 9.20737 -12.23954 -0.009 0.018 -0.176 0.38
H -13.15678 9.00171 -13.50135 -0.557 -0.309 -0.387 0.34
H -14.56342 6.69971 -13.20744 -0.495 0.700 0.097 0.38
H -11.71281 5.43337 -10.52915 -0.563 -0.859 -0.221 0.33
H -10.33688 7.24072 -10.87534 0.044 0.169 0.186 0.33
C -11.70083 9.81512 -23.25917 -1.492 0.755 -2.355 -0.18
C -10.47565 9.32420 -23.32424 2.965 -1.041 2.550 -0.33
C -9.97522 8.73223 -22.11220 -1.038 0.985 -0.696 -0.11
N -10.70233 8.62189 -20.95426 0.162 -0.536 -1.942 -0.54
C -12.02365 8.88950 -21.07821 0.706 1.704 -1.392 -0.19
C -12.52749 9.53380 -22.23254 -1.166 -0.981 1.827 -0.31
H -11.96142 10.31273 -24.18160 -0.986 0.387 0.191 0.32
H -9.89587 9.60073 -24.19245 0.574 -0.592 0.148 0.34
H -8.92905 8.47404 -22.18476 0.125 -0.363 0.920 0.33
H -12.69089 8.83818 -20.23054 0.265 -0.513 0.309 0.34
H -13.57976 9.74427 -22.35434 -0.117 0.194 0.443 0.34
C -0.45958 5.10997 -20.89097 0.480 -0.410 0.123 -0.96
C -0.91202 6.53154 -21.35987 0.392 -3.259 0.130 0.55
N -0.32081 6.97673 -22.46779 0.726 -0.186 0.135 -0.41
O -1.80378 7.08470 -20.81053 -1.400 1.506 1.582 -0.55
H 0.16878 5.16670 -20.00213 -0.516 0.416 0.446 0.25
H 0.20375 4.47810 -21.48160 0.123 0.613 -1.039 0.34
H -1.28351 4.41708 -20.72026 -0.355 0.607 0.371 0.28
H -0.58057 7.92554 -22.69664 0.166 -0.388 -0.963 0.25
H 0.01675 6.19036 -23.00425 0.384 1.101 -0.787 0.25
C -20.84106 13.30953 -17.91387 0.199 -0.815 -0.861 -0.80
C -19.36464 13.04663 -18.17418 -2.832 1.181 1.530 0.59
N -18.75166 13.66228 -19.13795 1.348 2.373 -3.748 -0.37
O -18.70080 12.46325 -17.40101 2.022 -2.843 3.311 -0.58
H -21.21570 13.74736 -18.83910 -0.790 0.091 0.393 0.27
H -21.02979 13.89263 -17.01251 0.475 0.479 -0.338 0.24
H -21.30438 12.35587 -17.66092 -0.139 -0.074 -0.484 0.24
H -17.75410 13.77069 -19.02299 -0.140 -0.335 -0.214 0.23
H -19.16873 14.13593 -19.92650 -0.142 -0.057 0.410 0.18
C -9.61602 16.29143 -27.66005 0.363 0.087 -2.086 -0.89
C -8.85211 17.54967 -28.27639 -1.109 -2.549 0.706 0.61
N -9.23098 18.67197 -27.71421 -0.944 2.664 1.600 -0.36
O -8.11828 17.52024 -29.22514 0.793 -0.586 -0.675 -0.60
H -9.98287 15.80441 -28.56355 -0.243 0.097 -0.328 0.26
H -10.53283 16.51128 -27.11302 0.479 0.157 0.481 0.29
H -9.01719 15.45945 -27.28949 0.309 0.638 0.685 0.28
H -8.90469 19.56535 -28.05408 0.136 -0.279 -0.142 0.22
H -9.85918 18.71191 -26.92436 0.216 -0.229 -0.240 0.20
```
Forces are in eV/Å.

Computed properties:
Frontier orbital gap, Eh: 0.3717
E_HOMO, eV: -9.379
SMILES string: c1ccncc1.c1ccncc1.CC(N)=O.CC(N)=O.CC(N)=O
Calculated total energy, eV: -30588.86278
Total charge: 0
M, g mol⁻¹: 335.41



# 2
ORCA calculation (ωB97M-V with the def2-TZVPD basis set) on a structure of composition C13H24N2O2 in a non-equilibrium geometry.

```
41
Properties=species:S:1:pos:R:3:forces:R:3:mulliken_charge:R:1
C 3.83828 1.83805 -2.17181 -6.112 3.842 -4.466 -1.42
H 3.82294 2.95222 -2.22664 0.948 -0.365 -0.910 0.41
H 3.18908 1.48495 -3.18043 2.013 0.866 2.442 0.27
H 4.77954 1.47595 -2.21118 2.777 -1.469 0.472 0.36
C 2.97134 1.69949 -1.01011 9.324 -9.011 2.586 0.08
C 3.81092 2.05783 0.31488 1.551 0.817 -3.907 -1.29
H 4.89900 1.63112 0.48733 -2.439 0.703 -0.844 0.25
H 3.15663 1.78115 1.03254 -1.558 -0.466 3.096 0.51
H 3.81172 3.13439 0.11222 0.579 0.193 1.234 0.38
C 2.88228 -0.01630 -0.94086 3.431 -1.678 -3.371 -1.01
C 1.88655 -0.73082 -0.15819 -1.161 2.142 5.599 -0.57
N 0.58896 -0.69134 -0.82847 4.029 6.422 3.882 0.56
C -0.05009 -1.68197 -0.99111 -0.929 -16.532 -3.620 0.04
O 0.51222 -3.06335 -0.84848 -2.855 6.956 -0.123 -0.78
C -1.37194 -1.52397 -1.78119 -0.504 -0.674 17.598 -1.14
H -1.96285 -2.36699 -1.30807 0.011 1.192 -1.155 0.18
H -1.19923 -1.60635 -2.62762 2.611 -1.323 -14.239 0.84
C -1.59624 -0.16699 -1.21563 -4.843 2.583 -3.683 0.55
H -2.30850 0.29887 -2.15722 2.041 -0.141 3.094 0.38
C -2.47974 -0.17757 -0.00145 -2.887 3.830 -0.940 -0.06
O -3.49756 0.73925 -0.08694 4.782 -5.157 1.783 -0.69
N -1.99326 -1.00435 0.98695 -8.093 6.025 1.982 0.04
H -1.34323 -1.59333 0.80781 5.318 -4.940 -1.605 0.08
C -2.71191 -1.06477 2.33802 -4.840 7.505 -7.641 -0.31
C -2.90460 0.41478 2.68558 10.479 -7.811 15.102 -1.54
H -3.35406 0.31376 3.94727 0.683 0.498 -3.784 0.30
H -1.77912 0.89386 3.20770 -3.055 -1.046 -2.292 0.23
H -3.38650 1.02771 2.25633 -6.466 7.683 -6.487 0.79
C -4.15588 -1.44857 2.16303 -4.790 -1.554 -3.525 -1.07
H -4.75870 -1.54452 3.14371 1.260 0.106 -1.558 0.36
H -4.32074 -2.46615 1.49619 0.572 2.195 1.955 0.27
H -4.85423 -0.62605 1.39610 2.494 -2.258 2.589 0.23
H -2.30018 -1.72198 2.86211 4.143 -4.666 5.124 0.84
C -0.26740 0.55955 -0.95520 0.228 -3.971 -4.250 -0.97
H -0.27569 1.21835 -0.15307 0.446 1.321 1.159 0.47
H 0.07988 0.75382 -1.98091 -0.161 2.076 0.633 0.43
H 1.64086 0.15387 0.72993 0.699 -2.605 -1.415 0.10
H 2.20126 -1.74931 0.47500 -1.346 2.607 -2.465 0.32
H 3.90196 -0.51002 -0.69112 -1.207 1.518 0.137 0.41
H 2.84628 -0.55553 -2.02614 -0.292 1.778 1.801 0.34
H 2.05195 1.88124 -0.89085 -6.883 2.810 0.013 0.83
```
Forces are in eV/Å.

Computed properties:
Frontier orbital gap, Eh: 0.3365
E_HOMO, eV: -8.619
Calculated total energy, eV: -20931.42882
Total charge: 0
M, g mol⁻¹: 240.35



# 3
ORCA calculation (ωB97M-V with the def2-TZVPD basis set) on a structure of composition C19H21FeN3O3.

```
47
Properties=species:S:1:pos:R:3:forces:R:3:mulliken_spin:R:1
Fe -0.05620 -1.00079 -0.17636 0.220 0.361 0.214 3.79
O -1.90800 -0.58613 0.37474 -0.045 -0.062 -0.044 0.05
C -2.45005 -0.06006 1.42470 0.089 -0.019 0.074 0.01
C -3.80765 0.34840 1.38076 -0.007 -0.002 0.001 0.01
C -4.42408 0.92090 2.46621 0.001 -0.008 -0.032 0.00
C -3.73488 1.12571 3.66840 0.003 0.008 0.040 0.01
C -2.41835 0.74207 3.74054 0.003 -0.006 0.003 0.00
C -1.75149 0.15832 2.65004 -0.078 0.014 -0.045 0.00
C -0.36408 -0.19909 2.83171 0.036 -0.021 0.022 -0.01
N 0.39654 -0.68574 1.93195 -0.085 -0.097 -0.074 0.03
C 1.78034 -0.98703 2.22524 0.020 0.003 -0.038 0.00
C 2.66601 -0.23624 1.23171 0.002 0.031 -0.004 0.00
N 2.04175 -0.27186 -0.08706 -0.090 -0.050 0.018 0.04
C 2.45453 0.57302 -0.95372 0.058 -0.072 -0.026 -0.02
C 1.93279 0.76044 -2.28477 -0.056 0.002 -0.073 0.01
C 2.53398 1.74810 -3.08387 0.001 -0.021 0.021 0.00
C 2.09288 2.02189 -4.35547 0.013 0.021 -0.007 0.01
C 1.00871 1.28877 -4.85771 -0.006 -0.014 0.010 0.00
C 0.39552 0.31746 -4.10546 0.008 -0.007 0.007 0.01
C 0.82869 0.01475 -2.79077 0.178 0.030 0.054 0.01
O 0.23918 -0.91158 -2.10878 -0.209 -0.031 -0.050 0.06
H -4.33901 0.18911 0.45121 0.001 -0.004 0.001 0.00
H -5.46296 1.21925 2.38879 0.000 -0.002 -0.003 0.00
H -4.22893 1.57588 4.51827 0.004 -0.001 0.000 0.00
H -1.86193 0.88985 4.66068 0.000 0.002 -0.001 0.00
H 0.04097 -0.02179 3.83617 0.012 0.009 -0.005 0.00
H 1.92530 -2.06187 2.08411 -0.018 -0.003 0.014 0.00
H 2.05203 -0.73629 3.25690 0.017 0.007 -0.005 0.00
H 3.65172 -0.70946 1.19731 0.011 0.027 0.011 0.00
H 2.79741 0.79952 1.56155 -0.015 0.007 -0.001 0.00
H 3.27508 1.25154 -0.68514 0.001 -0.009 0.009 0.00
H 3.37094 2.30283 -2.67075 0.001 0.000 0.001 0.00
H 2.56905 2.78519 -4.95539 -0.002 0.000 0.000 0.00
H 0.64391 1.49286 -5.85765 0.000 0.001 0.000 0.00
H -0.44595 -0.24351 -4.49135 0.000 -0.005 0.006 0.00
C -0.12680 3.22103 -0.50282 -0.020 0.027 -0.057 0.00
O -0.24281 1.87350 -0.08276 0.028 -0.137 0.096 0.00
H -0.02122 3.90437 0.34536 -0.005 -0.007 0.005 0.00
H -0.98069 3.53491 -1.10894 -0.002 -0.010 -0.002 0.00
H 0.76844 3.28498 -1.11978 -0.009 0.001 0.000 0.00
H -1.06992 1.74639 0.39513 -0.028 0.058 -0.067 0.00
C 0.02538 -5.71401 -0.47889 -0.006 -0.044 -0.012 0.00
C 0.06761 -4.28633 -0.21109 0.019 0.030 0.037 -0.02
N 0.09715 -3.16149 -0.00809 -0.046 -0.014 -0.101 0.04
H 0.99016 -6.16253 -0.25043 -0.001 0.002 0.001 0.00
H -0.20738 -5.87669 -1.52964 0.001 0.001 0.002 0.00
H -0.74372 -6.17853 0.13519 0.002 0.001 0.000 0.00
```
Forces are in eV/Å.

Computed properties:
Frontier orbital gap (alpha / beta), Eh: 0.2792 / 0.2819
E_HOMO (alpha / beta), eV: -7.219 / -7.289
Multiplicity: 5
Calculated total energy, eV: -65044.81932
Total charge: 0
M, g mol⁻¹: 395.24



# 4
ORCA calculation (ωB97M-V with the def2-TZVPD basis set) on the ion C5H10NO with charge +1 in a non-equilibrium geometry.

```
17
Properties=species:S:1:pos:R:3:forces:R:3:mulliken_charge:R:1
C -1.04843 -0.04458 -2.50596 0.089 -0.055 5.618 -0.19
N -0.18540 0.12496 -1.47948 -3.617 0.391 -1.424 0.04
C 1.10312 -0.51036 -1.12439 1.750 0.228 2.082 -0.62
C 1.49851 -0.27140 0.45620 -1.376 -1.599 -1.742 -0.45
C 0.38825 -0.60947 1.42354 -0.362 -0.291 0.688 -0.58
C -0.51199 0.41219 1.92196 -2.509 1.812 1.828 -0.04
O -1.33813 1.05683 1.33113 -0.081 0.303 -1.958 -0.49
H -2.11641 -0.23837 -2.04987 1.661 1.477 -1.837 0.29
H -0.73351 -0.01731 -3.48778 0.536 -1.109 -2.168 0.33
H -0.77822 0.71383 -0.81288 1.357 -1.685 0.895 0.30
H 1.03472 -1.59944 -1.27696 -0.363 0.558 -0.200 0.38
H 1.96142 -0.13577 -1.67598 -0.259 0.142 -0.459 0.34
H 2.14481 -1.07838 0.91156 0.728 1.292 -2.030 0.30
H 1.80911 0.75612 0.55702 0.594 0.075 0.281 0.37
H -0.25253 -1.49272 1.14249 0.963 0.513 0.472 0.31
H 0.94817 -0.70311 2.34249 0.070 -1.471 0.389 0.34
H -0.59149 0.60748 3.02918 0.818 -0.581 -0.433 0.35
```
Forces are in eV/Å.

Computed properties:
Frontier orbital gap, Eh: 0.2768
E_HOMO, eV: -13.736
SMILES string: C=[NH+]CCCC=O
Calculated total energy, eV: -8874.28151
Total charge: +1
M, g mol⁻¹: 100.14



# 5
ORCA calculation (ωB97M-V with the def2-TZVPD basis set) on a cluster of 2 separate species, C6H11N5O in total in a non-equilibrium geometry.

```
23
Properties=species:S:1:pos:R:3:forces:R:3:mulliken_charge:R:1
C 0.15434 2.60080 -0.03208 -1.155 -0.022 -0.723 -0.63
C -0.32622 2.12416 1.26434 1.606 0.346 0.374 0.88
C 1.30129 -1.12304 -0.97159 -0.487 0.682 0.286 -0.47
C -0.99278 -0.43949 -0.72292 3.677 -1.032 0.074 -0.91
C 0.04893 -1.33750 -0.04130 -1.344 -2.135 -3.065 0.24
C -0.42824 -2.88089 0.04636 1.440 2.317 0.643 -1.22
N 1.33397 2.21559 -0.10985 -2.485 -0.424 4.364 0.24
N 0.63025 1.59512 2.00957 -1.610 0.797 -1.549 -0.44
N 0.84231 -0.24979 -2.08648 1.497 -0.317 0.067 -1.00
N -0.36237 -0.00471 -1.78936 -3.963 2.565 -2.030 0.50
N -1.56833 2.21902 1.73328 0.103 -2.451 2.301 -0.43
O 1.70566 1.55573 1.29498 2.842 -0.753 -0.993 -0.22
H 2.07406 -0.56336 -0.38862 -0.250 -0.753 -0.558 0.21
H 1.66629 -2.06688 -1.41686 0.187 0.438 0.449 0.37
H -2.01541 -0.42625 -0.63223 -2.048 0.292 0.207 0.57
H 0.24162 -1.01098 0.89658 0.703 0.991 3.001 0.46
H -1.32890 -2.96462 -0.50623 -1.158 -0.305 -0.081 0.34
H -0.50242 -3.10023 1.13410 -0.112 -0.520 -1.014 0.33
H 0.31052 -3.44609 -0.51490 0.146 -0.465 0.508 0.28
H 2.09434 2.16953 -0.67374 2.490 0.007 -2.149 0.13
H -0.94034 0.64693 -2.46995 1.785 -1.687 1.564 0.33
H -2.21648 2.84012 1.39928 -1.555 1.459 -0.796 0.19
H -1.72208 1.64684 2.57761 -0.308 0.971 -0.877 0.24
```
Forces are in eV/Å.

Computed properties:
Frontier orbital gap, Eh: 0.2999
E_HOMO, eV: -7.206
Calculated total energy, eV: -15891.00790
Total charge: 0
M, g mol⁻¹: 169.19



# 6
ORCA calculation (ωB97M-V with the def2-TZVPD basis set) on a structure of composition C3H4N2O.

```
10
Properties=species:S:1:pos:R:3:forces:R:3:mulliken_charge:R:1
N -1.34605 -0.77582 0.63239 0.013 0.117 -0.283 -0.59
C -0.41323 0.08611 0.18151 0.467 -0.102 -0.046 0.54
C 0.30134 1.23941 0.47943 0.142 -0.344 -0.015 -0.50
O 1.57992 1.02298 0.04785 -0.335 -0.359 -0.106 -0.06
N 1.74830 -0.11463 -0.64678 -0.746 0.335 0.238 -0.30
C 0.47882 -0.66317 -0.69439 0.413 0.646 -0.044 -0.36
H -0.35881 -1.64159 -0.15652 -0.423 0.338 0.206 0.36
H -2.29436 -0.41820 0.80052 0.375 -0.159 -0.053 0.20
H 0.16033 2.13152 1.07816 0.050 -0.274 -0.205 0.41
H 0.14374 -0.86662 -1.72218 0.045 -0.197 0.307 0.30
```
Forces are in eV/Å.

Computed properties:
Frontier orbital gap (alpha / beta), Eh: 0.2823 / 0.2824
E_HOMO (alpha / beta), eV: -8.499 / -8.501
Calculated total energy, eV: -8196.94081
Total charge: 0
M, g mol⁻¹: 84.08